[1]
This record from the OMol25 dataset describes a molecular structure, C20H14BCl2NO6PbS2 at a distorted geometry. The level of theory is the ωB97M-V functional and the def2-TZVPD basis.

Properties
Gap between HOMO and LUMO (alpha / beta), eV: 3.3 / 4.0
E_tot, eV: -87381.462
F_max, Eh/bohr: 0.0651
Total charge: -2
Relative energy (zero: lowest compared OMol25 entry of this formula, charge and spin), kcal/mol: 11.3
LUMO (alpha / beta), eV: 3.7942 / 3.8394

```
47
C20H14BCl2NO6PbS2 (the ωB97M-V functional and the def2-TZVPD basis)
Pb 1.1044 -0.7889 1.1385
Cl 1.4848 2.3373 3.7402
C 3.0198 2.2796 2.8215
Cl 3.7053 0.6617 2.6462
H 3.6654 2.8877 3.3916
H 2.8725 2.7412 1.8243
S 3.6699 -2.1126 0.1133
C 4.0094 -1.5624 -1.4496
C 5.3526 -1.7022 -2.0113
C 5.7593 -0.9279 -3.1452
C 4.8082 -0.2618 -3.8681
C 3.4142 -0.4215 -3.4954
C 3.0665 -1.0422 -2.3338
S 1.2115 -1.1449 -2.2780
H 6.0135 -2.2571 -1.4017
H 6.8656 -0.8464 -3.4069
H 5.0614 0.3572 -4.7329
H 2.6375 0.1011 -4.0291
O -0.6297 -2.5602 1.8300
C -1.0767 -1.7976 2.7076
O -0.3924 -0.7373 3.0486
C -2.4178 -2.1653 3.2347
C -2.9492 -3.4073 2.8581
C -4.0859 -3.8225 3.4520
C -4.7821 -3.0942 4.3807
C -4.2305 -1.8801 4.7191
C -3.1127 -1.3408 4.1096
N -4.8658 -1.0819 5.6172
O -4.1463 -0.2608 6.2071
O -6.1173 -1.2885 5.8299
H -2.4115 -4.0204 2.1085
H -4.3359 -4.8776 3.2126
H -5.7682 -3.3682 4.7247
H -2.6960 -0.3770 4.4252
O 1.0476 1.6656 -3.2243
B 0.4566 0.4405 -2.7178
O -1.0051 0.5327 -2.6952
C -1.1948 1.8611 -3.0800
C -2.3768 2.5754 -3.0952
C -2.3922 3.8479 -3.6996
C -1.2335 4.4190 -4.2175
C 0.0512 3.7507 -4.0363
C -0.0009 2.5191 -3.4795
H -3.3616 2.1814 -2.8409
H -3.3103 4.4066 -3.8273
H -1.3187 5.3681 -4.7132
H 0.9343 4.2134 -4.3622
```

---

[2]
This record from the OMol25 dataset describes a molecular structure, C39H40AsMnN2O5PSe. The level of theory is the ωB97M-V functional and the def2-TZVPD basis.

Properties
Gap between HOMO and LUMO (alpha / beta), eV: 5.0 / 4.8
Spin multiplicity: 2
E_tot, eV: -221063.823
⟨S²⟩: 1.2401
F_max, Eh/bohr: 0.0187
Total charge: +4
LUMO (alpha / beta), eV: -13.0737 / -13.0780

```
90
C39H40AsMnN2O5PSe (the ωB97M-V functional and the def2-TZVPD basis)
Mn -0.2597 -1.2150 0.9117
O -1.9951 2.1063 0.1853
C -1.0706 1.1957 0.0518
O -1.3068 0.0618 -0.3958
C 0.3458 1.6834 0.3029
C 1.2325 0.9487 -0.7324
C 2.5514 1.6590 -0.9547
C 3.2296 1.4686 0.4133
C 2.2726 0.5195 1.1195
O 1.6038 -0.2370 0.0314
C 1.0292 1.2300 1.6697
C 0.2146 0.1185 2.3303
O -1.0500 0.1262 2.2116
O 0.7799 -1.0056 2.5923
H 0.3617 2.7660 0.1958
H 0.7093 0.6560 -1.6374
H 2.4239 2.6986 -1.2503
H 3.1027 1.1496 -1.7428
H 3.3203 2.3980 0.9743
H 4.2241 1.0403 0.3234
H 2.7230 -0.1728 1.8176
H 1.2261 2.0662 2.3379
C -4.2847 3.8437 2.5366
N -4.6206 4.1102 1.1318
C -5.1850 5.2714 0.7039
C -5.3390 5.1731 -0.6479
N -4.8593 3.9563 -1.0221
C -4.8621 3.4755 -2.4112
C -4.4144 3.3050 0.0698
Se -3.7685 1.5444 0.1290
H -5.1797 3.9793 3.1379
H -3.5114 4.5404 2.8496
H -3.9283 2.8229 2.6290
H -5.4328 6.0731 1.3791
H -5.7508 5.8708 -1.3575
H -4.6147 4.3127 -3.0572
H -5.8496 3.0931 -2.6583
H -4.1188 2.6929 -2.5188
C 0.0617 -5.0196 0.7202
C 1.2407 -5.5358 -0.1277
As 1.4758 -7.4225 0.2033
C 0.4025 -8.5617 -0.7435
C 0.1693 -8.2619 -2.1079
C -0.5522 -9.1514 -2.8705
C -1.0431 -10.3212 -2.2887
C -0.8441 -10.6040 -0.9341
C -0.0997 -9.7484 -0.1569
C 2.2990 -7.9666 1.7291
C 2.7625 -6.9880 2.6483
C 3.3888 -7.3984 3.7974
C 3.6122 -8.7637 4.0148
C 3.2018 -9.7322 3.0944
C 2.5637 -9.3466 1.9412
P -0.5461 -3.3848 0.0343
C -2.1053 -3.0981 0.9206
C -2.0439 -2.9860 2.3173
C -3.1870 -2.6722 3.0398
C -4.3857 -2.4680 2.3746
C -4.4502 -2.5697 0.9868
C -3.3162 -2.8736 0.2545
C -0.9363 -3.7540 -1.6793
C -0.5317 -2.8516 -2.6604
C -0.8707 -3.0698 -3.9903
C -1.6158 -4.1852 -4.3389
C -2.0155 -5.0980 -3.3648
C -1.6770 -4.8863 -2.0398
H 0.3842 -4.8381 1.7461
H -0.7843 -5.7102 0.7511
H 2.1846 -5.0392 0.0978
H 1.0500 -5.4396 -1.1993
H 0.5694 -7.3628 -2.5610
H -0.7246 -8.9538 -3.9194
H -1.5904 -11.0285 -2.8994
H -1.2724 -11.4969 -0.4996
H 0.0472 -9.9576 0.8941
H 2.6135 -5.9321 2.4589
H 3.7271 -6.6752 4.5263
H 4.1445 -9.0748 4.9055
H 3.4111 -10.7770 3.2787
H 2.2982 -10.0831 1.1941
H -1.1130 -3.1478 2.8525
H -3.1382 -2.5930 4.1171
H -5.2789 -2.2330 2.9382
H -5.3944 -2.4272 0.4775
H -3.3700 -2.9477 -0.8242
H 0.0571 -1.9833 -2.3873
H -0.5484 -2.3730 -4.7518
H -1.8943 -4.3460 -5.3719
H -2.6060 -5.9608 -3.6440
H -2.0197 -5.5861 -1.2839
```

---

[3]
This record from the OMol25 dataset describes a molecular structure, C21H46N4O3PtSSi2Te. The level of theory is the ωB97M-V functional and the def2-TZVPD basis.

Properties
Gap between HOMO and LUMO, eV: 5.8
E_tot, eV: -71746.409
F_max, Eh/bohr: 0.0141
Total charge: +2
Relative energy (zero: lowest compared OMol25 entry of this formula, charge and spin), kcal/mol: 5.5
LUMO, eV: -7.1996

```
79
C21H46N4O3PtSSi2Te (the ωB97M-V functional and the def2-TZVPD basis)
Pt 0.3416 0.6555 1.4682
N 0.4386 1.4165 3.5089
C 0.7911 2.7897 3.9508
C 2.1496 3.1978 3.4050
C 2.1009 3.4311 1.8856
C 2.9500 2.4842 1.0669
N 2.4465 1.0852 1.1673
H -0.5066 1.1846 3.8165
H 1.0507 0.7549 3.9816
H 0.7783 2.8255 5.0409
H 0.0170 3.4631 3.5826
H 2.8788 2.4198 3.6623
H 2.4902 4.0951 3.9193
H 2.3779 4.4571 1.6392
H 1.0686 3.2962 1.5528
H 3.9974 2.5070 1.3756
H 2.9192 2.7752 0.0148
H 2.8425 0.6570 2.0012
H 2.8452 0.5366 0.4111
C 0.5915 3.9608 -3.8119
C -0.1966 2.9542 -3.0925
C -1.6370 2.7747 -3.2870
O 0.3615 2.0953 -2.3251
C -0.7640 4.2797 -0.4633
O -0.5553 5.0015 -1.3526
O -0.9560 3.4900 0.3559
H 0.6901 3.5960 -4.8442
H 1.5870 4.1037 -3.3944
H 0.0530 4.9056 -3.8616
H -1.7463 2.1751 -4.2029
H -2.1337 3.7257 -3.4666
H -2.0841 2.2151 -2.4673
H 1.3240 2.2155 -2.2317
C -0.9408 -4.0878 -2.0254
Si -1.2257 -4.1412 -0.1746
C -2.9710 -3.6641 0.2588
C -0.7377 -5.7940 0.5309
C -0.0730 -2.8503 0.6338
Te -0.1025 -1.0110 -0.4250
C 1.7227 -1.3177 -1.5064
Si 3.1972 -2.2969 -0.7849
C 3.2713 -2.1637 1.0968
C 4.7169 -1.5152 -1.5406
C 3.0365 -4.0783 -1.3007
H -1.5044 -4.8864 -2.5126
H 0.1116 -4.2354 -2.2821
H -1.2788 -3.1465 -2.4672
H -3.6865 -4.3118 -0.2522
H -3.1966 -2.6282 -0.0091
H -3.1408 -3.7657 1.3330
H -1.4195 -6.5745 0.1870
H -0.7775 -5.7834 1.6220
H 0.2717 -6.0850 0.2324
H 0.9617 -3.1853 0.6851
H -0.4131 -2.6173 1.6426
H 2.0537 -0.3180 -1.8118
H 1.4097 -1.8209 -2.4258
H 4.1981 -1.6875 1.4264
H 3.2514 -3.1582 1.5468
H 2.4182 -1.6228 1.5136
H 4.8625 -0.4861 -1.1980
H 4.6558 -1.4999 -2.6307
H 5.6160 -2.0735 -1.2717
H 2.1498 -4.5592 -0.8824
H 3.9065 -4.6445 -0.9606
H 2.9886 -4.1739 -2.3876
C -6.0931 0.0498 -0.5078
C -5.0646 0.8081 0.2699
C -5.2175 2.1516 0.5989
C -4.1990 2.7490 1.3159
N -3.1104 2.0873 1.7095
C -3.0604 0.8107 1.3479
S -1.7363 -0.1968 1.9822
N -3.9626 0.1447 0.6360
H -7.0808 0.4934 -0.4001
H -6.1177 -0.9865 -0.1783
H -5.8350 0.0546 -1.5691
H -6.1046 2.7020 0.3189
H -4.2612 3.7911 1.6106
```

---

- F_max of number 2 (C39H40AsMnN2O5PSe)?
  0.0187 Eh/bohr

---

- Among the records above, which one has the highest total charge?
  C39H40AsMnN2O5PSe

---

- Among the records above, which one has the lowest E_tot?
  C39H40AsMnN2O5PSe

---

- The highest F_max belongs to which entry?
  C20H14BCl2NO6PbS2